(1)
Below is a molecular structure, C8H22N3O6P2Sn in a non-equilibrium geometry, with properties calculated with ωB97M-V/def2-TZVPD.

The geometry in XYZ format:
```
42
Properties=species:S:1:pos:R:3:forces:R:3
Sn -1.6398 -0.6796 -1.5637 -0.52 0.73 0.57
P -2.0485 1.1238 1.1830 0.06 -0.26 -0.01
P -2.8141 2.6351 -1.4279 0.44 -0.59 -0.55
O -1.9009 3.9258 -1.5879 -0.03 -0.11 0.37
O -2.5220 -0.1427 0.4470 0.47 -0.19 -1.07
O -2.0128 1.4528 -1.9908 0.26 -0.58 0.40
O -0.5580 1.3632 0.6398 -0.06 0.10 -0.08
O -2.1874 1.1718 2.6364 -0.07 0.22 0.26
O -4.1966 2.7983 -1.9348 -0.32 0.07 -0.01
N 2.4779 -2.2346 -0.0215 -0.11 -0.04 -0.06
N -4.4414 2.0093 0.5073 -0.68 -0.33 -0.11
N 0.3738 -1.4785 -0.6600 -0.65 -0.01 0.34
C 1.9174 -3.4744 0.5141 -0.24 -0.31 -0.08
C -2.8976 3.8095 1.0930 0.06 0.32 0.26
C -3.0369 2.4774 0.4032 0.93 -0.27 -0.08
C 3.9181 -2.0385 0.1227 0.51 0.38 0.11
C 1.4928 -4.4269 -0.6048 0.02 0.10 0.18
C 4.2663 -1.0355 1.2209 -0.02 -0.24 -0.17
C 2.2234 -0.1602 -1.3439 0.06 0.08 -0.06
C 1.6781 -1.3547 -0.6259 -0.14 0.21 -0.16
H -3.6259 4.5171 0.6966 0.01 0.11 -0.01
H 3.8554 -1.3533 2.1756 -0.05 -0.02 0.11
H 3.8764 -0.0489 0.9895 -0.04 0.14 -0.02
H -3.0383 3.6966 2.1675 -0.02 -0.01 0.06
H 3.2961 -0.1802 -1.4821 0.05 0.04 -0.04
H 0.6957 -4.0061 -1.2162 0.04 -0.06 -0.03
H 1.1409 -5.3600 -0.1756 -0.06 -0.11 0.02
H -1.9090 4.2248 0.9139 0.01 0.04 0.03
H 2.3399 -4.6462 -1.2494 0.07 -0.03 -0.07
H 1.0783 -3.2524 1.1821 0.10 -0.01 0.03
H 1.9517 0.7420 -0.7986 0.00 0.02 0.08
H -1.9644 4.2731 -2.4810 0.06 0.29 -0.29
H 2.6780 -3.9613 1.1242 -0.04 0.20 0.01
H -4.4250 0.9796 0.4729 -0.33 0.16 -0.05
H 4.3693 -2.9999 0.3683 -0.16 -0.01 -0.14
H 5.3470 -0.9653 1.3215 0.06 0.04 0.02
H -4.8841 2.3042 1.3820 0.02 0.00 -0.20
H -0.1136 1.9913 1.2148 0.37 0.13 0.17
H 4.3556 -1.7244 -0.8268 -0.05 -0.10 0.05
H -4.8946 2.3825 -0.3795 -0.10 -0.18 0.35
H 0.0405 -2.2528 -0.0865 0.05 0.10 -0.14
H 1.7382 -0.1018 -2.3196 0.08 -0.01 0.03
```
Positions in Å, forces in eV/Å.

The LUMO energy is -0.1153 Eh. Its frontier orbital gap is 9.43 eV. Its energy relative to the best compared isomer or geometry (same formula, charge and spin) is 17.7 kcal per mole. As for the spin multiplicity: 1. The net charge is +1. The total energy comes out at -49818.8485 eV.

(2)
Below is a molecular structure, C35H21F9NO2PPtS2, with properties calculated with ωB97M-V/def2-TZVPD.

The geometry in XYZ format:
```
72
Properties=species:S:1:pos:R:3:forces:R:3
Pt 0.1622 0.9007 -0.1413 -0.20 -0.03 0.04
S 2.2431 1.2392 -1.0931 0.01 0.02 0.03
S 1.8715 1.5604 3.9938 -0.03 0.01 0.01
P -2.0014 0.6691 0.5901 0.09 -0.06 -0.04
F -2.3599 -4.2320 5.2017 -0.01 0.00 0.00
F -5.1591 -0.5366 -5.1550 -0.01 0.00 0.00
F -6.8680 -0.7214 -3.8462 0.00 0.00 0.00
F -5.5598 -2.4170 -4.1680 0.00 0.01 0.00
F -2.7446 7.2169 1.7055 0.00 0.00 0.00
F -4.7175 6.5558 2.2917 0.01 0.00 0.00
F -4.4229 -4.1591 4.5501 0.01 0.00 0.01
F -3.0958 6.5053 3.7198 0.00 0.00 0.00
F -3.7183 -2.7813 6.0573 0.00 -0.01 0.00
O -0.6852 1.2277 -1.9132 0.08 -0.07 0.06
O -1.1495 0.7704 -4.0033 -0.01 0.01 0.00
N 1.0200 0.7792 1.7127 0.20 0.18 -0.12
C -4.0167 -1.5788 3.3497 -0.01 0.01 -0.02
C 3.2895 -1.3890 -3.9318 -0.02 0.00 0.00
C 3.9010 -1.8331 3.1483 0.00 0.00 0.02
C -5.5807 -1.0824 -4.0033 0.01 -0.01 0.01
C 2.5658 0.1192 3.3280 -0.06 0.00 -0.04
C -3.1848 3.8573 2.9033 -0.01 0.00 0.00
C -0.3728 0.6947 -3.0714 0.05 0.01 -0.04
C -4.7350 -0.6494 -2.8369 0.01 -0.01 -0.01
C 0.9466 -0.0216 -3.2625 -0.03 -0.02 0.01
C -2.9210 2.5558 2.4980 -0.03 0.01 -0.02
C -4.2429 0.9498 -1.1193 -0.02 -0.05 0.03
C 3.3110 -2.1180 1.9078 0.00 0.00 -0.01
C -3.0139 -2.4077 3.8429 0.01 -0.01 0.02
C -2.6930 4.6485 0.6795 0.00 0.00 -0.01
C -2.5463 2.2966 1.1836 0.01 0.02 0.06
C -2.4041 -0.5204 1.9066 0.01 0.00 0.01
C -3.4027 6.2982 2.4274 -0.01 -0.01 0.00
C -1.7190 -2.3126 3.3673 -0.01 -0.01 0.00
C 2.1430 -1.5772 -4.6920 0.01 0.00 0.01
C 2.3564 -1.2887 1.3646 0.03 0.05 -0.03
C 0.9925 -0.8892 -4.3543 -0.02 -0.01 0.01
C -3.1403 0.1973 -0.7399 0.00 0.01 -0.02
C -1.4167 -1.3675 2.3943 -0.08 0.06 0.00
C 2.1010 0.1562 -2.4877 -0.01 0.01 0.01
C 3.5375 -0.7194 3.8731 0.00 0.00 0.00
C -3.0729 4.8958 1.9932 0.00 0.00 0.00
C -2.8364 -0.9802 -1.4195 0.00 0.01 -0.04
C -3.6303 -1.4052 -2.4668 -0.02 0.00 0.01
C 1.9897 -0.1524 2.0873 -0.11 -0.06 0.08
C -3.7124 -0.6431 2.3806 -0.01 -0.01 0.00
C -3.3728 -3.4028 4.9133 0.00 0.01 -0.01
C -5.0425 0.5241 -2.1702 0.00 0.01 0.01
C -2.4186 3.3538 0.2776 0.01 0.00 0.01
C 3.2633 -0.5342 -2.8449 0.00 0.00 0.01
C 0.8752 1.7064 2.6123 0.04 -0.13 0.03
H -4.4950 -0.0096 1.9799 -0.01 -0.01 0.00
H -5.9028 1.1072 -2.4690 0.00 0.00 0.00
H -4.4874 1.8693 -0.6060 0.00 0.03 0.01
H 2.1487 -2.2439 -5.5441 0.00 0.00 0.00
H -2.0840 3.1556 -0.7357 0.00 0.00 -0.01
H -3.0063 1.7497 3.2148 0.01 0.00 0.00
H -3.3906 -2.3139 -3.0008 0.00 0.00 0.00
H 4.2054 -1.9102 -4.1814 0.00 0.00 0.00
H 4.1528 -0.3890 -2.2443 0.00 0.00 0.00
H 0.0912 -0.9899 -4.9434 0.00 0.00 -0.01
H 3.9870 -0.5031 4.8324 0.00 0.00 0.00
H 1.9108 -1.4784 0.3976 0.00 0.00 -0.02
H -5.0293 -1.6769 3.7188 0.00 0.00 0.00
H 3.6194 -3.0008 1.3644 0.00 0.00 0.00
H 4.6544 -2.5007 3.5441 0.00 0.00 0.00
H -3.4727 4.0611 3.9258 0.00 0.00 0.00
H -2.5926 5.4671 -0.0198 0.00 0.00 0.00
H -0.9514 -2.9740 3.7438 0.01 0.01 0.00
H -0.4123 -1.2999 2.0024 0.04 -0.02 0.00
H 0.1703 2.5176 2.5015 0.02 0.03 -0.03
H -1.9587 -1.5542 -1.1440 0.01 0.00 -0.01
```
Positions in Å, forces in eV/Å.

The LUMO energy is -0.0193 Eh. Its frontier orbital gap is 6.99 eV. Its energy relative to the best compared isomer or geometry (same formula, charge and spin) is 0.0 kcal per mole. As for the spin multiplicity: 1. The net charge is 0. The total energy comes out at -100889.2776 eV.

(3)
Below is C6H5N3O in the gas phase in a non-equilibrium geometry, with properties calculated with ωB97M-V/def2-TZVPD.

The geometry in XYZ format:
```
15
Properties=species:S:1:pos:R:3:forces:R:3
O -1.3145 -2.0891 1.5145 1.71 1.53 -0.34
N 0.0128 0.9240 -1.4614 0.06 0.74 -3.78
N -0.4891 -0.4539 0.0628 -0.42 -2.17 1.57
N 0.4096 -0.6250 2.1948 0.30 -0.60 0.61
C 1.3280 0.2879 1.8511 -0.89 0.10 0.15
C 0.4288 0.4525 -0.2704 0.22 1.12 -0.31
C -1.3873 -0.7041 -0.9554 -1.07 -1.96 0.40
C 1.4656 0.8608 0.5893 -0.22 -0.25 -0.21
C -1.1275 0.1338 -1.9456 2.62 1.17 1.93
C -0.4805 -1.1931 1.3488 -0.59 0.55 -0.24
H 2.2338 1.5898 0.2940 -0.62 -0.43 0.28
H -2.0464 -1.6133 -0.8773 0.66 1.53 0.01
H 0.5947 1.5071 -2.1477 -1.24 -1.24 1.88
H 1.8923 0.7028 2.7021 0.03 -0.46 -0.51
H -1.5202 0.2198 -2.8996 -0.54 0.37 -1.46
```
Positions in Å, forces in eV/Å.

The LUMO energy is 0.0157 Eh. As for the structure (SMILES): O=c1nccc2[nH]ccn12. Its frontier orbital gap is 8.67 eV. Its energy relative to the best compared isomer or geometry (same formula, charge and spin) is 3.9 kcal per mole. As for the spin multiplicity: 1. The net charge is 0. The total energy comes out at -12820.3780 eV.

(4)
Below is a molecular structure, C2H4AgLiO in a non-equilibrium geometry, with properties calculated with ωB97M-V/def2-TZVPD.

The geometry in XYZ format:
```
9
Properties=species:S:1:pos:R:3:forces:R:3
Ag 3.6136 -1.0770 0.0186 -1.82 0.98 -0.27
O 1.6874 -0.0503 -0.2840 1.49 -0.43 0.52
C -0.5236 -0.5068 -0.2165 -2.05 1.19 0.57
C -1.3124 0.5721 0.2013 0.67 -1.70 -0.72
Li 0.9372 1.3494 0.4232 0.04 -0.74 -0.33
H -0.4766 -0.7041 -1.2971 0.60 0.01 0.78
H -1.7889 1.1946 -0.5650 0.29 -0.02 0.43
H -1.7634 0.5299 1.2003 0.40 0.36 -0.30
H -0.3732 -1.3079 0.5192 0.38 0.35 -0.69
```
Positions in Å, forces in eV/Å.

The LUMO energy (alpha / beta) is -0.0282 / -0.0282 Eh. Its frontier orbital gap (alpha / beta) is 6.30 / 6.30 eV. Its energy relative to the best compared isomer or geometry (same formula, charge and spin) is 23.1 kcal per mole. As for the spin multiplicity: 1. The net charge is 0. The total energy comes out at -8386.9537 eV.

(5)
Below is a gas-phase ion, CHBrNO2 (charge -1) in a non-equilibrium geometry, with properties calculated with ωB97M-V/def2-TZVPD.

The geometry in XYZ format:
```
6
Properties=species:S:1:pos:R:3:forces:R:3
Br 1.5733 1.4639 0.2534 0.23 0.00 0.10
O 0.8470 -1.4215 -0.4206 0.45 -0.43 -0.18
O -1.4071 -1.1315 -0.2948 -1.54 -0.84 -0.38
N -0.1197 0.6388 0.5112 2.09 -2.00 0.64
C -0.2290 -0.9263 -0.2275 0.49 2.45 0.87
H -0.6645 1.3767 0.1783 -1.72 0.82 -1.05
```
Positions in Å, forces in eV/Å.

The LUMO energy is 0.1369 Eh. As for the structure (SMILES): O=C([O-])NBr. Its frontier orbital gap is 7.78 eV. Its energy relative to the best compared isomer or geometry (same formula, charge and spin) is 7.5 kcal per mole. As for the spin multiplicity: 1. The net charge is -1. The total energy comes out at -76681.6513 eV.